Entry 1:
{"formula": "C27H21F5O4PPdS", "method": "wB97M-V/def2-TZVPD", "spin_multiplicity": 1, "de_lowest_kj_mol": 105.19, "charge": -1, "gap_ev": 7.69, "e_homo_ev": -5.07, "species": ["Pd", "O", "S", "O", "O", "C", "C", "C", "C", "C", "C", "P", "C", "C", "C", "C", "C", "C", "C", "C", "C", "C", "C", "C", "H", "H", "H", "H", "H", "H", "H", "H", "H", "H", "H", "H", "H", "H", "C", "C", "C", "O", "H", "H", "H", "H", "H", "H", "H", "F", "C", "C", "C", "F", "C", "F", "C", "F", "C", "F"], "coordinates": [[-0.162, -0.729, 0.229], [-2.751, -2.564, -2.168], [-1.985, -1.443, -1.699], [-2.265, -1.036, -0.303], [-0.517, -1.574, -1.845], [-2.420, -0.073, -2.775], [-3.051, -0.449, -3.959], [-3.342, 0.490, -4.932], [-2.986, 1.815, -4.732], [-2.356, 2.183, -3.556], [-2.065, 1.261, -2.549], [-1.194, 1.854, -1.015], [-1.964, 3.525, -0.885], [-3.136, 3.580, -0.131], [-3.825, 4.772, 0.034], [-3.335, 5.940, -0.535], [-2.158, 5.903, -1.270], [-1.480, 4.705, -1.446], [0.455, 2.213, -1.724], [0.959, 1.464, -2.785], [2.271, 1.629, -3.206], [3.097, 2.545, -2.575], [2.610, 3.284, -1.505], [1.305, 3.109, -1.076], [-3.312, -1.489, -4.093], [-3.840, 0.185, -5.845], [-3.196, 2.561, -5.489], [-2.079, 3.219, -3.414], [-3.507, 2.671, 0.332], [-4.736, 4.793, 0.618], [-3.863, 6.875, -0.399], [-1.766, 6.812, -1.712], [-0.563, 4.690, -2.023], [0.334, 0.726, -3.273], [2.649, 1.028, -4.024], [4.122, 2.671, -2.902], [3.255, 3.984, -0.988], [0.949, 3.663, -0.215], [2.479, -2.172, 1.838], [2.599, -1.495, 0.474], [2.430, -2.513, -0.651], [1.753, -0.390, 0.344], [3.260, -2.925, 1.975], [1.507, -2.665, 1.927], [2.561, -1.429, 2.634], [3.620, -1.083, 0.398], [1.455, -3.003, -0.586], [3.207, -3.283, -0.600], [2.487, -2.017, -1.621], [-1.096, -2.344, 2.733], [-0.700, -1.104, 3.086], [-0.261, -0.208, 2.131], [0.132, 1.031, 2.602], [0.555, 1.990, 1.760], [0.101, 1.367, 3.945], [0.484, 2.586, 4.365], [-0.335, 0.439, 4.872], [-0.373, 0.750, 6.178], [-0.741, -0.809, 4.439], [-1.163, -1.715, 5.337]], "lowdin_charge": [0.901, -0.302, 0.467, -0.422, -0.391, -0.256, -0.064, -0.080, -0.079, -0.082, -0.319, 1.122, -0.371, -0.098, -0.092, -0.103, -0.091, -0.109, -0.368, -0.082, -0.083, -0.099, -0.085, -0.117, 0.104, 0.100, 0.100, 0.095, 0.105, 0.098, 0.095, 0.098, 0.100, 0.100, 0.100, 0.094, 0.099, 0.103, -0.076, -0.582, -0.086, -0.331, 0.069, 0.062, 0.074, 0.127, 0.061, 0.069, 0.070, 0.063, -0.243, -0.113, -0.235, 0.058, -0.151, 0.093, -0.152, 0.095, -0.154, 0.094]}

Entry 2:
{"formula": "C3H8O", "method": "wB97M-V/def2-TZVPD", "smiles": "CCOC", "spin_multiplicity": 1, "de_lowest_kj_mol": 70.58, "charge": 0, "gap_ev": 10.88, "e_homo_ev": -9.69, "species": ["C", "C", "O", "C", "H", "H", "H", "H", "H", "H", "H", "H"], "coordinates": [[-1.751, 0.163, 0.051], [-0.372, -0.229, -0.487], [0.591, 0.700, -0.025], [1.816, 0.116, 0.325], [-2.488, 0.297, -0.745], [-2.139, -0.583, 0.751], [-1.655, 1.110, 0.589], [-0.362, -0.244, -1.587], [-0.103, -1.242, -0.153], [1.707, -0.542, 1.202], [2.253, -0.473, -0.497], [2.503, 0.928, 0.577]], "lowdin_charge": [-0.070, -0.289, -0.208, -0.133, 0.067, 0.068, 0.076, 0.116, 0.109, 0.089, 0.088, 0.087]}

Entry 3:
{"formula": "C5H14N2", "method": "wB97M-V/def2-TZVPD", "spin_multiplicity": 2, "de_lowest_kj_mol": 454.95, "charge": 1, "gap_ev": [7.43, 6.13], "e_homo_ev": [-13.54, -13.54], "species": ["N", "C", "C", "C", "N", "C", "C", "H", "H", "H", "H", "H", "H", "H", "H", "H", "H", "H", "H", "H", "H"], "coordinates": [[2.916, 0.297, 0.554], [1.641, -0.379, 0.203], [1.538, -0.749, -1.285], [0.464, 0.437, 0.715], [-0.716, -0.356, 0.466], [-2.405, 0.674, 0.167], [-3.220, -0.186, -0.748], [2.954, 0.282, 1.560], [2.837, 1.242, 0.207], [1.654, -1.317, 0.768], [0.532, -0.762, -1.682], [2.032, 0.057, -1.843], [2.205, -1.594, -1.428], [0.442, 1.484, 0.376], [0.536, 0.646, 1.802], [-1.815, 1.408, -0.389], [-1.613, 0.127, 1.054], [-2.947, 1.390, 0.797], [-3.767, -1.014, -0.308], [-2.632, -0.484, -1.611], [-3.990, 0.500, -1.129]], "lowdin_charge": [0.070, -0.446, -0.035, -0.217, 0.228, -0.054, -0.064, 0.077, 0.078, 0.142, 0.065, 0.086, 0.093, 0.149, 0.159, 0.116, 0.104, 0.143, 0.100, 0.089, 0.117]}

Entry 4:
{"formula": "C39H41ClN4O6PSSiTi", "method": "wB97M-V/def2-TZVPD", "spin_multiplicity": 1, "de_lowest_kj_mol": 31.71, "charge": 1, "gap_ev": 9.06, "e_homo_ev": -11.40, "species": ["Ti", "O", "S", "O", "O", "O", "O", "C", "C", "C", "C", "C", "C", "C", "C", "N", "H", "H", "H", "H", "H", "H", "H", "H", "H", "H", "H", "Cl", "C", "C", "C", "C", "C", "C", "P", "C", "C", "C", "C", "C", "C", "C", "C", "C", "C", "C", "C", "H", "H", "H", "H", "H", "H", "H", "H", "H", "H", "H", "H", "H", "H", "N", "C", "C", "C", "C", "C", "C", "C", "N", "C", "C", "N", "C", "H", "H", "H", "H", "H", "H", "H", "C", "Si", "C", "C", "O", "H", "H", "H", "H", "H", "H", "H", "H", "H"], "coordinates": [[-0.865, 0.541, -0.568], [0.136, -2.121, 1.574], [-0.362, -0.772, 1.674], [-0.429, -0.199, 2.983], [0.510, 0.143, 0.733], [-1.679, -0.609, 0.914], [-0.622, -0.830, -1.699], [-1.016, -0.997, -3.044], [-2.310, -1.826, -3.100], [-3.107, -1.841, -1.789], [-3.779, -0.542, -1.440], [-5.166, -0.489, -1.346], [-5.803, 0.707, -1.074], [-5.037, 1.853, -0.929], [-3.666, 1.732, -1.025], [-3.040, 0.569, -1.253], [1.263, -1.669, -0.522], [-0.205, -1.507, -3.573], [-1.151, -0.016, -3.507], [-2.074, -2.863, -3.346], [-2.943, -1.453, -3.908], [-2.473, -2.149, -0.956], [-3.891, -2.593, -1.887], [-5.734, -1.396, -1.499], [-6.881, 0.747, -0.989], [-5.480, 2.819, -0.741], [-3.025, 2.595, -0.918], [2.464, 0.380, -2.090], [3.184, -1.033, -2.802], [3.722, -0.961, -4.076], [4.289, -2.098, -4.632], [4.319, -3.293, -3.929], [3.778, -3.359, -2.656], [3.202, -2.229, -2.079], [2.498, -2.291, -0.429], [3.589, -1.512, 0.747], [3.243, -1.513, 2.100], [4.114, -0.955, 3.020], [5.320, -0.409, 2.599], [5.664, -0.415, 1.256], [4.800, -0.968, 0.323], [2.187, -3.988, 0.015], [1.019, -4.578, -0.465], [0.749, -5.901, -0.167], [1.638, -6.629, 0.614], [2.796, -6.038, 1.098], [3.074, -4.712, 0.803], [3.694, -0.026, -4.617], [4.711, -2.048, -5.627], [4.760, -4.176, -4.370], [3.794, -4.293, -2.107], [2.302, -1.938, 2.421], [3.849, -0.947, 4.068], [5.996, 0.023, 3.324], [6.604, 0.011, 0.932], [5.072, -0.972, -0.723], [0.316, -3.998, -1.052], [-0.159, -6.362, -0.531], [1.422, -7.662, 0.853], [3.481, -6.606, 1.711], [3.976, -4.250, 1.185], [-4.212, 2.924, 9.278], [-3.783, 2.928, 8.213], [-3.248, 2.933, 6.879], [-2.786, 1.745, 6.318], [-2.267, 1.745, 5.035], [-2.238, 2.937, 4.324], [-2.693, 4.127, 4.872], [-3.195, 4.126, 6.160], [-1.720, 2.921, 2.997], [-0.691, 3.689, 2.491], [-0.485, 3.245, 1.225], [-1.375, 2.233, 0.943], [-2.093, 2.064, 2.031], [-2.821, 0.830, 6.893], [-1.865, 0.844, 4.588], [-2.664, 5.038, 4.290], [-3.559, 5.039, 6.610], [-0.194, 4.433, 3.087], [0.243, 3.577, 0.505], [-2.860, 1.321, 2.172], [-0.364, 2.524, -4.493], [-0.237, 3.164, -2.745], [1.488, 3.808, -2.391], [-1.523, 4.483, -2.430], [-0.531, 1.904, -1.686], [-0.146, 3.323, -5.206], [-1.366, 2.152, -4.715], [0.349, 1.717, -4.671], [1.520, 4.897, -2.461], [2.214, 3.410, -3.103], [1.832, 3.532, -1.392], [-1.280, 5.394, -2.979], [-1.575, 4.742, -1.370], [-2.515, 4.161, -2.753]], "lowdin_charge": [1.033, -0.299, 0.370, -0.263, -0.428, -0.398, -0.342, -0.236, -0.133, -0.125, -0.229, 0.005, -0.030, -0.032, -0.111, 0.060, 0.021, 0.121, 0.093, 0.112, 0.121, 0.113, 0.118, 0.120, 0.119, 0.115, 0.089, 0.806, -0.622, -0.081, -0.049, -0.055, -0.053, -0.343, 1.137, -0.325, -0.066, -0.047, -0.055, -0.059, -0.072, -0.348, -0.071, -0.054, -0.054, -0.057, -0.064, 0.114, 0.117, 0.115, 0.113, 0.101, 0.116, 0.113, 0.112, 0.104, 0.114, 0.113, 0.113, 0.113, 0.115, 0.172, -0.175, -0.221, 0.000, 0.021, -0.183, 0.006, -0.010, -0.002, -0.007, -0.091, -0.014, -0.129, 0.128, 0.106, 0.123, 0.126, 0.131, 0.104, 0.154, -0.160, 0.343, -0.166, -0.158, -0.409, 0.041, 0.035, 0.028, 0.037, 0.023, 0.021, 0.040, 0.030, 0.030]}

| no. | DFT total energy (eV) |
| --- | --- |
| 1 | -73722.22178 |
| 2 | -5287.41900 |
| 3 | -8379.69486 |
| 4 | -122996.24517 |